No. 1
Computed, not measured: the ion C5H12N3O with charge +1 in a non-equilibrium geometry, with ωB97M-V with the def2-TZVPD basis set.

The HOMO-LUMO gap comes out at 11.10 eV. The energy above the lowest of the compared OMol25 structures with the same formula, charge and spin comes out at 104.0 kcal per mole. The SMILES is CC1(C)C=N[C@@H](ON)[NH2+]1. As for the total charge: +1.

The geometry in XYZ format:
```
21
C5H12N3O ωB97M-V with the def2-TZVPD basis set
O 2.573 -0.053 -0.703
N 2.246 -1.150 0.108
N 0.294 0.607 -0.996
N 1.628 1.265 0.840
C 1.707 0.984 -0.539
C -1.579 1.187 0.189
C -0.427 0.217 0.253
C 0.530 0.802 1.240
C -0.756 -1.264 0.518
H -0.106 1.357 -1.377
H 0.140 -0.209 -1.620
H -1.979 1.156 -0.841
H -1.792 -1.461 0.366
H -0.264 -1.841 -0.132
H 3.035 -1.264 0.860
H 2.206 -2.018 -0.482
H -0.481 -1.587 1.500
H 2.180 1.725 -1.146
H -1.343 2.219 0.406
H 0.418 0.793 2.331
H -2.510 0.883 0.785
```

***

No. 2
Computed, not measured: a structure of composition C26H24Cl2N6O3S2Ti, with ωB97M-V with the def2-TZVPD basis set.

The spin multiplicity is 3. The HOMO-LUMO gap (alpha / beta) comes out at 3.71 / 4.97 eV. The energy above the lowest of the compared OMol25 structures with the same formula, charge and spin comes out at 54.6 kcal per mole. As for the total charge: -2.

The geometry in XYZ format:
```
64
C26H24Cl2N6O3S2Ti ωB97M-V with the def2-TZVPD basis set
Ti -0.243 0.005 -0.109
Cl 4.899 3.123 -2.621
Cl 2.313 1.704 -2.683
S -0.506 -0.138 4.562
S -0.286 -0.802 -2.513
O -1.224 1.589 -0.887
O 2.838 0.597 0.663
O -0.471 -3.012 -0.994
N 1.844 -0.360 0.386
N -2.286 -0.716 -0.508
N -2.511 -1.803 -1.223
N -0.740 -0.504 1.969
N 0.199 -2.123 -0.188
N -1.710 -3.080 -2.970
C -4.199 3.258 1.468
C 1.325 3.993 1.506
C 1.341 -2.595 0.267
C -1.300 -1.586 3.978
C 1.671 -4.055 0.208
C 0.858 2.991 0.639
C 2.253 -1.599 0.652
C 3.605 2.329 -1.672
C -4.137 1.885 1.274
C -1.332 -1.589 2.565
C -1.346 -2.181 -1.917
C -1.832 -2.609 4.740
C 3.577 -1.918 1.280
C -2.301 3.508 0.007
C -3.269 -0.102 0.076
C -0.268 0.378 2.898
C -3.279 4.068 0.812
C -2.481 -3.702 2.702
C -3.163 1.296 0.469
C 1.280 3.778 2.884
C -2.184 2.119 -0.156
C -2.428 -3.687 4.095
C 0.365 1.780 1.097
C -1.952 -2.676 1.933
C 0.769 2.599 3.394
C 0.307 1.596 2.509
H -4.257 -0.559 0.046
H 2.302 1.391 0.849
H 4.034 1.502 -1.122
H -2.371 -3.748 -2.588
H 0.763 -4.642 0.339
H 2.382 -4.324 0.990
H -3.313 5.145 0.940
H 3.189 3.067 -0.997
H -2.852 -4.502 4.671
H -4.957 3.688 2.113
H 4.065 -2.744 0.758
H 0.862 3.177 -0.433
H 1.706 4.930 1.112
H -2.034 -2.719 0.855
H -2.956 -4.533 2.193
H -1.784 -2.564 5.822
H -4.869 1.237 1.747
H 1.637 4.547 3.563
H -1.571 4.133 -0.494
H 3.446 -2.218 2.325
H 0.718 2.447 4.468
H -0.878 -3.565 -3.282
H 2.103 -4.325 -0.761
H 4.231 -1.052 1.258
```

***

No. 3
Computed, not measured: a structure of composition C3H8O in a non-equilibrium geometry, with ωB97M-V with the def2-TZVPD basis set.

The HOMO-LUMO gap comes out at 10.63 eV. The energy above the lowest of the compared OMol25 structures with the same formula, charge and spin comes out at 50.2 kcal per mole.

The geometry in XYZ format:
```
12
C3H8O ωB97M-V with the def2-TZVPD basis set
O -0.122 -1.232 0.545
C -1.968 -0.193 -0.479
C 2.152 0.494 -0.117
C -1.185 -0.662 0.641
H 1.504 1.340 0.117
H 2.525 0.037 0.784
H -1.084 0.547 -0.085
H -2.853 0.366 -0.247
H 1.547 -0.233 -0.616
H 2.988 0.748 -0.732
H -1.641 -0.589 1.647
H -1.862 -0.623 -1.457
```

***

No. 4
Computed, not measured: the ion C5H14NO with charge +1 in a non-equilibrium geometry, with ωB97M-V with the def2-TZVPD basis set.

The HOMO-LUMO gap comes out at 10.50 eV. The energy above the lowest of the compared OMol25 structures with the same formula, charge and spin comes out at 46.4 kcal per mole. The SMILES is C[C@H]([NH3+])CCCO. As for the total charge: +1.

The geometry in XYZ format:
```
21
C5H14NO ωB97M-V with the def2-TZVPD basis set
O 1.493 -0.533 1.820
N -1.950 -0.255 -0.114
C 0.225 0.777 -0.879
C 1.165 1.216 0.266
C -0.590 -0.561 -0.728
C 0.794 0.690 1.685
C -0.833 -1.214 -2.077
H 1.256 2.294 0.159
H -1.356 -2.166 -1.894
H -2.141 0.747 -0.128
H -2.811 -0.655 -0.494
H 2.195 0.960 -0.033
H 0.038 -1.248 -0.162
H -0.399 1.593 -1.284
H -1.391 -0.670 -2.840
H -0.236 0.343 1.544
H 0.931 1.438 2.454
H -1.810 -0.563 0.854
H 0.119 -1.659 -2.397
H 2.025 -0.699 2.614
H 0.741 0.516 -1.803
```

***

No. 5
Computed, not measured: an isolated molecule of C3H7FSi in a non-equilibrium geometry, with ωB97M-V with the def2-TZVPD basis set.

The HOMO-LUMO gap comes out at 11.26 eV. The energy above the lowest of the compared OMol25 structures with the same formula, charge and spin comes out at 0.0 kcal per mole. The SMILES is C=C[SiH2]CF.

The geometry in XYZ format:
```
12
C3H7FSi ωB97M-V with the def2-TZVPD basis set
Si -0.217 0.800 0.518
F -2.066 -0.890 0.044
C 2.261 -0.730 -0.075
C 0.950 -0.737 0.171
C -1.896 0.400 -0.469
H -1.922 0.321 -1.656
H -0.812 0.940 1.861
H 2.768 -1.643 -0.232
H 2.952 0.125 -0.241
H -2.758 1.012 -0.379
H 0.447 -1.676 0.418
H 0.294 2.079 0.041
```

***

No. 6
Computed, not measured: a cluster of 6 separate species, CH14O6 in total in a non-equilibrium geometry, with ωB97M-V with the def2-TZVPD basis set.

The HOMO-LUMO gap comes out at 3.44 eV. The energy above the lowest of the compared OMol25 structures with the same formula, charge and spin comes out at 163.4 kcal per mole.

The geometry in XYZ format:
```
21
CH14O6 ωB97M-V with the def2-TZVPD basis set
O 3.741 2.586 2.415
O -1.349 -0.282 -1.272
O 2.834 -1.707 0.476
O -0.385 -2.655 -4.690
O -3.247 1.928 3.358
O -3.765 3.158 -1.002
C 3.144 -2.873 1.167
H -2.863 2.675 2.897
H 2.630 -3.797 0.904
H 3.457 1.814 1.925
H 2.827 -2.756 2.203
H -4.437 3.016 -0.335
H 4.181 -3.192 1.273
H -0.491 -2.702 -5.640
H -3.624 2.305 4.153
H -4.217 3.629 -1.702
H -0.507 -0.314 -0.810
H 4.661 2.416 2.618
H -1.312 -0.742 -2.114
H -1.716 0.605 -1.305
H 0.438 -3.113 -4.518
```

***

No. 7
Computed, not measured: a cluster of 2 separate species, C2H7FSi in total in a non-equilibrium geometry, with ωB97M-V with the def2-TZVPD basis set.

The HOMO-LUMO gap comes out at 8.62 eV. The energy above the lowest of the compared OMol25 structures with the same formula, charge and spin comes out at 130.9 kcal per mole.

The geometry in XYZ format:
```
11
C2H7FSi ωB97M-V with the def2-TZVPD basis set
Si 0.269 -1.301 -0.152
F 2.885 -1.195 0.684
C 1.926 -0.341 0.277
C -1.266 0.975 -0.132
H 1.866 0.339 1.049
H -2.317 1.021 0.188
H -1.063 1.209 -1.118
H 0.211 -1.220 -1.625
H -0.339 -2.575 0.432
H 2.445 0.156 -0.521
H -0.661 1.483 0.570
```

***

No. 8
Computed, not measured: a structure of composition C34H28AsF5N2O4Pt, with ωB97M-V with the def2-TZVPD basis set.

The HOMO-LUMO gap (alpha / beta) comes out at 6.66 / 6.65 eV. The energy above the lowest of the compared OMol25 structures with the same formula, charge and spin comes out at 11.5 kcal per mole. As for the total charge: +2.

The geometry in XYZ format:
```
75
C34H28AsF5N2O4Pt ωB97M-V with the def2-TZVPD basis set
Pt 0.948 -1.234 -1.011
As -1.234 2.738 1.233
F -2.207 0.295 2.757
F 3.210 0.351 2.675
F 1.854 2.203 1.303
F -0.829 -1.622 4.049
F 1.878 -1.602 4.011
O -0.173 0.677 -1.261
O 1.331 -4.314 -4.523
O 1.548 -3.719 -2.372
O -1.024 2.092 -2.679
N 1.878 -2.238 0.232
N 0.355 -1.198 -3.054
C -5.581 4.799 0.811
C -0.180 -0.686 3.379
C -0.643 0.121 -4.804
C -2.875 2.192 0.356
C -0.869 0.298 2.696
C -0.147 3.900 0.172
C 1.208 -0.673 3.360
C 3.269 -2.088 0.518
C -0.177 -5.485 1.950
C 0.576 -2.173 -3.948
C -0.790 -4.244 1.837
C 1.815 -4.597 0.931
C -5.309 5.671 -0.233
C -4.794 3.672 0.999
C 1.169 1.274 1.972
C -0.105 -3.182 1.276
C 4.062 -1.361 -0.373
C 1.214 -3.479 -3.492
C -3.470 4.282 -0.912
C 1.211 -3.343 0.849
C 3.829 -2.554 1.709
C 5.169 -2.326 1.979
C -3.732 3.408 0.139
C 1.118 -5.660 1.481
C -4.254 5.411 -1.097
C 1.890 0.316 2.665
C 5.958 -1.627 1.078
C -1.764 3.777 2.756
C -0.392 -0.880 -5.730
C -0.219 1.294 1.984
C -0.255 -0.081 -3.495
C 0.220 -2.034 -5.288
C -0.482 0.921 -2.411
C 5.396 -1.140 -0.097
H 0.429 -2.846 -5.966
H 1.739 -5.137 -4.206
H -1.805 -4.104 2.184
H -2.430 3.186 3.382
H -6.412 4.991 1.476
H -2.281 4.672 2.415
H -0.575 -2.210 1.181
H 0.342 3.363 -0.635
H -5.015 2.991 1.813
H 3.625 -0.998 -1.295
H -0.679 -0.761 -6.765
H 5.591 -2.690 2.905
H -1.139 1.025 -5.131
H -5.926 6.547 -0.381
H -4.047 6.085 -1.918
H -2.661 4.071 -1.604
H -3.338 1.484 1.040
H -1.217 2.221 -3.618
H 0.592 4.346 0.833
H -0.870 4.048 3.316
H -2.622 1.681 -0.571
H -0.809 4.671 -0.219
H 2.799 -4.761 0.514
H 7.003 -1.452 1.294
H 3.221 -3.043 2.455
H -0.712 -6.316 2.390
H 1.591 -6.630 1.536
H 6.003 -0.585 -0.800
```